Record 1
{"formula": "C24H51GaIN2O5S", "method": "ωB97M-V/def2-TZVPD", "elements": ["I", "Ga", "S", "O", "O", "O", "O", "O", "N", "N", "C", "C", "C", "C", "C", "C", "C", "C", "C", "C", "C", "C", "C", "C", "C", "C", "C", "C", "C", "C", "C", "C", "C", "C", "H", "H", "H", "H", "H", "H", "H", "H", "H", "H", "H", "H", "H", "H", "H", "H", "H", "H", "H", "H", "H", "H", "H", "H", "H", "H", "H", "H", "H", "H", "H", "H", "H", "H", "H", "H", "H", "H", "H", "H", "H", "H", "H", "H", "H", "H", "H", "H", "H", "H", "H"], "coordinates": [[7.842, -0.295, 5.763], [7.308, 4.290, 4.640], [3.028, 1.669, 5.016], [1.846, 1.384, 5.779], [-4.027, -3.042, -2.667], [1.536, -0.603, 1.033], [4.152, 0.802, 5.149], [2.575, 1.735, 3.485], [0.835, -0.416, -0.022], [-4.491, -2.755, -3.824], [9.548, 2.165, 5.762], [-4.599, -5.188, -4.045], [-5.275, -3.879, -4.429], [-6.698, -3.853, -3.863], [-7.367, -2.483, -3.942], [-5.289, -3.789, -5.971], [-5.086, -0.820, -5.314], [3.513, 3.357, 5.215], [-6.487, -1.410, -3.305], [5.362, 4.953, 4.497], [-5.071, -1.374, -3.882], [-4.190, -0.452, -3.051], [7.533, 2.316, 4.099], [-0.319, -1.364, -0.122], [-0.770, -1.551, -1.585], [0.127, -2.720, 0.409], [0.589, 1.035, -0.295], [-1.809, 0.631, 0.476], [4.271, 3.974, 4.022], [-1.470, -0.835, 0.738], [0.265, 1.302, -1.773], [-0.564, 1.509, 0.594], [1.858, 1.803, 0.039], [8.633, 1.469, 4.769], [-5.137, -6.009, -4.519], [-3.159, -0.480, -3.405], [5.365, 5.810, 3.820], [-7.596, -2.224, -4.979], [7.781, 2.328, 3.032], [-4.100, -0.908, -5.770], [7.853, 4.651, 6.115], [10.311, 1.470, 6.126], [4.147, 3.341, 6.101], [-4.604, -5.350, -2.970], [-8.325, -2.521, -3.422], [-2.555, 0.963, 1.200], [-6.661, -4.167, -2.815], [-4.560, 0.570, -3.147], [2.709, 1.441, -0.539], [-2.344, -1.467, 0.564], [1.709, 2.858, -0.193], [0.036, -1.329, -2.284], [-5.226, -4.787, -6.402], [0.271, 2.379, -1.943], [9.003, 2.556, 6.615], [1.024, 0.857, -2.418], [-4.434, -3.227, -6.343], [3.523, 4.524, 3.442], [-2.270, 0.750, -0.509], [8.175, 5.163, 3.572], [-1.199, -0.949, 1.793], [6.581, 1.786, 4.161], [-0.797, 2.543, 0.333], [5.081, 5.342, 5.482], [-5.347, 0.237, -5.280], [2.104, 1.722, 1.091], [-7.292, -4.600, -4.396], [0.983, -3.095, -0.153], [9.266, 1.041, 3.990], [-0.228, 1.515, 1.635], [-4.197, -0.722, -1.998], [-1.628, -0.933, -1.843], [4.654, 3.192, 3.369], [-0.698, -3.423, 0.296], [-6.423, -1.596, -2.228], [10.053, 2.993, 5.260], [2.581, 3.886, 5.409], [-6.197, -3.330, -6.362], [-3.564, -5.207, -4.389], [-1.070, -2.583, -1.759], [-5.809, -1.305, -5.965], [2.143, 0.892, 3.285], [-0.709, 0.933, -2.085], [-6.937, -0.423, -3.430], [0.402, -2.676, 1.460]], "lowdin_spin": [0.000, 0.000, 0.000, 0.000, 0.518, 0.513, 0.000, 0.001, 0.385, 0.382, 0.000, -0.001, 0.026, 0.016, 0.001, 0.004, 0.003, 0.000, 0.016, 0.000, 0.026, -0.001, 0.000, 0.026, 0.004, -0.001, 0.026, 0.001, 0.000, 0.017, 0.003, 0.017, -0.001, 0.000, 0.000, 0.000, 0.000, 0.000, 0.000, 0.001, 0.000, 0.000, 0.000, 0.000, 0.001, 0.001, 0.002, 0.000, 0.000, 0.002, 0.000, 0.002, 0.000, 0.000, 0.000, 0.001, 0.002, 0.000, 0.000, 0.000, 0.002, 0.000, 0.002, 0.000, 0.000, -0.001, 0.002, 0.000, 0.000, 0.002, 0.000, 0.000, 0.000, 0.000, 0.002, 0.000, 0.000, 0.000, 0.000, 0.000, 0.000, 0.001, 0.000, 0.002, 0.000], "e_tot_ha": -4051.31577, "charge": -1, "de_lowest_kcal_mol": 4.5, "fmax_ev_per_a": 0.9, "homo_ev": [-4.8572, -4.8572], "multiplicity": 3, "s2": 2.008, "gap_ev": [6.418, 6.204]}

Record 2
{"formula": "C24H52BCl20F4NO2P", "method": "ωB97M-V/def2-TZVPD", "elements": ["Cl", "Cl", "Cl", "Cl", "Cl", "Cl", "Cl", "Cl", "Cl", "Cl", "Cl", "Cl", "Cl", "Cl", "Cl", "Cl", "Cl", "Cl", "Cl", "Cl", "P", "F", "F", "F", "F", "O", "O", "N", "C", "C", "C", "C", "C", "C", "C", "C", "C", "C", "C", "C", "C", "C", "C", "C", "C", "C", "C", "C", "C", "C", "C", "C", "B", "H", "H", "H", "H", "H", "H", "H", "H", "H", "H", "H", "H", "H", "H", "H", "H", "H", "H", "H", "H", "H", "H", "H", "H", "H", "H", "H", "H", "H", "H", "H", "H", "H", "H", "H", "H", "H", "H", "H", "H", "H", "H", "H", "H", "H", "H", "H", "H", "H", "H", "H", "H"], "coordinates": [[-0.577, 1.364, -2.454], [6.243, 5.593, -2.858], [-2.127, 2.306, 7.670], [-14.002, -5.139, 2.085], [6.393, -0.130, 4.619], [-8.749, -5.178, 2.686], [9.442, 1.928, -5.505], [-4.718, -3.337, 1.802], [11.376, -1.940, -7.781], [5.636, -0.763, -4.686], [14.573, -0.763, -7.530], [6.209, 2.698, -4.726], [-2.075, 0.325, 4.885], [-3.306, -0.704, -2.370], [-11.879, -7.784, 2.499], [3.146, 0.435, -2.679], [-9.975, -2.083, 3.456], [3.176, 0.664, 5.451], [-5.510, -1.561, 4.609], [3.454, 3.993, -1.722], [0.134, 0.384, 0.587], [0.620, 4.367, 3.075], [2.658, 3.630, 2.339], [-3.246, 0.389, 0.975], [1.214, 2.230, 3.349], [0.677, 3.075, 1.235], [2.784, -1.091, 0.648], [1.376, -1.207, 2.741], [-14.448, -6.839, 2.374], [-1.169, -1.026, 0.772], [7.279, 3.575, -5.844], [1.287, 1.964, 0.493], [-2.406, -0.558, 1.688], [-3.211, 0.922, -3.087], [-10.759, -3.331, 2.453], [-1.850, 1.204, -3.690], [4.227, 1.518, 4.295], [-2.287, 2.091, 4.941], [-6.330, -3.162, 2.545], [-6.526, -1.796, 3.164], [1.293, 3.300, 2.442], [13.114, 0.171, -7.946], [-1.488, 2.728, 6.059], [4.016, -1.108, -2.503], [-13.461, -7.543, 3.281], [5.466, -1.000, -2.928], [-10.455, -4.732, 2.941], [3.619, 5.726, -2.089], [5.147, 0.572, 3.554], [4.550, 5.975, -3.257], [11.886, -0.329, -7.215], [8.217, 2.645, -6.584], [1.563, -0.702, 1.340], [13.312, 1.207, -7.669], [12.055, -0.387, -6.139], [-3.465, 1.648, -2.314], [-7.563, -1.681, 3.485], [-13.300, -6.989, 4.206], [3.571, 2.025, 3.588], [3.484, -1.863, -3.083], [-1.610, -1.191, -0.270], [4.521, 7.030, -3.537], [8.759, 3.200, -7.352], [-6.298, -0.999, 2.455], [3.964, 6.232, -1.187], [-11.057, -5.455, 2.389], [7.825, 4.325, -5.270], [-2.982, -1.480, 2.030], [6.635, 4.094, -6.556], [-0.440, 2.429, 6.022], [-10.436, -3.187, 1.421], [-2.063, -0.022, 2.627], [-0.668, -1.963, 1.187], [1.471, -0.437, 3.424], [-1.550, 0.418, -4.385], [0.506, -0.034, -0.760], [5.994, -1.922, -2.680], [5.674, 1.112, 2.765], [4.266, 5.383, -4.129], [4.787, 2.276, 4.844], [7.677, 1.831, -7.069], [12.982, 0.126, -9.028], [2.177, -1.831, 2.953], [-6.452, -3.956, 3.280], [3.421, -0.356, 0.625], [-7.060, -3.318, 1.752], [5.970, -0.173, -2.426], [-11.833, -3.148, 2.502], [-14.527, -7.336, 1.406], [1.292, 2.291, -0.606], [2.363, 1.740, 0.797], [-3.353, 2.301, 5.039], [11.049, 0.347, -7.391], [-1.878, 2.149, -4.237], [-3.976, 0.968, -3.864], [2.620, 6.096, -2.327], [-1.536, 3.815, 5.975], [-10.679, -4.845, 4.003], [3.957, -1.385, -1.449], [-1.950, 2.480, 3.978], [4.593, -0.248, 3.095], [-15.436, -6.833, 2.836], [-0.912, 1.221, 0.009], [-0.284, 0.863, 1.893], [-13.839, -8.534, 3.540]], "mulliken_charge": [0.058, -0.190, -0.226, -0.155, -0.222, -0.195, -0.213, -0.207, -0.191, -0.206, -0.193, -0.092, -0.198, -0.180, -0.175, -0.076, -0.246, -0.189, -0.206, -0.072, 1.185, -0.320, -0.265, -0.354, -0.167, -0.347, -0.691, -0.487, -0.441, -0.790, -0.605, -0.130, 1.289, -0.410, -0.439, -0.672, 0.229, -0.402, -0.275, 0.062, 0.759, -0.428, -0.236, -0.258, -0.470, -0.433, -0.018, -0.640, -0.256, -0.382, -0.166, -0.430, 0.416, 0.290, 0.320, 0.284, -0.206, 0.322, -0.399, 0.323, 0.021, 0.359, 0.370, 0.353, 0.332, -0.098, 0.317, -0.214, 0.325, 0.105, 0.372, -0.873, 0.404, 0.098, 0.312, -0.141, 0.356, 0.334, 0.268, 0.425, 0.330, 0.322, 0.250, 0.300, 0.172, 0.203, 0.283, 0.214, 0.312, -0.134, 0.133, 0.438, 0.039, 0.263, 0.363, 0.291, 0.352, 0.337, 0.039, 0.159, 0.067, 0.312, 0.143, -0.940, 0.342], "e_tot_ha": -11120.38792, "charge": -1, "fmax_ev_per_a": 3.6, "homo_ev": -2.9486, "gap_ev": 4.330}